{
  "formula": "C14H11N3O3S3SeV",
  "method": "ωB97M-V/def2-TZVPD",
  "elements": ["V", "S", "C", "N", "C", "C", "C", "C", "C", "C", "S", "H", "H", "H", "H", "Se", "N", "C", "C", "C", "C", "C", "C", "N", "H", "H", "H", "H", "C", "S", "O", "O", "O", "H", "H", "H"],
  "coordinates": [[0.09719, -0.39857, 0.10709], [0.32534, 1.19119, -1.54402], [-0.44603, -0.13228, -2.33917], [-0.79465, -1.07164, -1.47748], [-1.24360, -2.22514, -2.10158], [-1.60586, -3.41924, -1.48500], [-2.00980, -4.47209, -2.28225], [-2.07676, -4.34033, -3.67068], [-1.72817, -3.15595, -4.29471], [-1.29821, -2.10538, -3.49694], [-0.71344, -0.52716, -3.98801], [-1.55822, -3.49791, -0.40649], [-2.27298, -5.41649, -1.82543], [-2.39990, -5.17876, -4.27217], [-1.77980, -3.04893, -5.36977], [-0.80094, 0.70608, 2.86217], [-1.30058, 0.24440, 1.16253], [-2.63682, 0.37657, 1.07419], [-3.42876, 0.17553, -0.07351], [-4.77888, 0.36181, 0.03196], [-5.40397, 0.74767, 1.24821], [-4.67370, 0.97228, 2.37201], [-3.26737, 0.79952, 2.30646], [-2.43830, 1.00471, 3.31720], [-2.96970, -0.10793, -1.00823], [-5.39587, 0.21945, -0.84552], [-6.47787, 0.87194, 1.26940], [-5.11808, 1.28589, 3.30620], [1.46594, -2.32272, 2.95948], [1.90050, -1.43332, 1.48553], [3.28857, -1.52287, 1.23463], [1.02203, -1.99641, 0.39188], [1.36189, -0.04272, 1.63670], [1.90572, -3.31423, 2.87550], [0.38224, -2.38210, 3.03305], [1.89058, -1.79407, 3.81024]],
  "forces_ev_per_angstrom": [[0.4, 1.4, -1.8], [0.4, 0.7, -0.3], [-0.1, -0.4, 0.2], [-0.8, -0.9, -1.6], [-0.2, -0.2, -0.3], [0.0, 0.2, 0.0], [0.0, 0.0, 0.1], [0.0, 0.0, -0.1], [0.0, 0.0, 0.0], [0.1, 0.1, 0.2], [0.0, 0.0, 0.1], [0.0, -0.1, 0.0], [0.0, 0.0, 0.0], [0.0, 0.0, 0.0], [0.0, -0.1, 0.0], [-0.1, 0.1, 0.2], [-1.8, 0.6, 1.7], [0.1, 0.1, 0.2], [-0.2, 0.0, -0.2], [0.4, -0.1, -0.2], [-0.1, 0.1, 0.4], [-0.3, 0.0, -0.1], [0.5, -0.1, -0.2], [-0.5, 0.1, 0.2], [0.0, 0.0, 0.0], [0.0, 0.0, 0.0], [0.0, 0.0, 0.0], [0.0, 0.0, 0.0], [0.1, 0.1, -0.3], [1.4, -0.7, 1.4], [0.0, -0.1, 0.1], [0.4, -1.1, 0.1], [0.5, 0.1, 0.3], [0.0, 0.0, 0.0], [0.0, 0.0, 0.0], [0.0, 0.0, 0.0]],
  "lumo_energy_ev": [-5.2, -5.1],
  "total_charge": 1,
  "relative_energy_kj_mol": 78.83,
  "s2": 2.02,
  "multiplicity": 3
}

{
  "formula": "C14H12BGaNO2S5Se",
  "method": "ωB97M-V/def2-TZVPD",
  "elements": ["Ga", "S", "C", "S", "C", "C", "S", "S", "S", "Se", "C", "N", "C", "C", "C", "C", "C", "C", "C", "C", "O", "B", "O", "C", "C", "H", "H", "H", "H", "H", "H", "H", "H", "H", "H", "H", "H"],
  "coordinates": [[-2.32510, 3.38477, -0.50104], [-1.00653, 5.33141, 6.22168], [-1.33011, 4.90379, 4.65980], [-2.67612, 3.94560, 4.18207], [-2.38341, 3.92787, 2.45811], [-1.30145, 4.60714, 2.04824], [-0.73202, 4.78816, 0.40018], [-0.37786, 5.38789, 3.31154], [-3.51099, 3.03912, 1.45234], [-5.07305, 6.90178, -2.00940], [-4.08939, 5.46811, -1.75734], [-3.44164, 4.50366, -1.62896], [2.19440, -4.40506, -1.19489], [1.97738, -3.18473, -0.30092], [3.33517, -2.50098, -0.08449], [1.43498, -3.67060, 1.05120], [0.99400, -2.18200, -0.91413], [0.38121, -2.39627, -2.14939], [-0.51792, -1.48238, -2.71106], [-0.78010, -0.34790, -1.98978], [-1.61017, 0.70359, -2.29546], [-1.52438, 1.60400, -1.23122], [-0.62022, 1.08384, -0.27069], [-0.18279, -0.11780, -0.76589], [0.70014, -1.00613, -0.20583], [2.90555, -5.08101, -0.71424], [2.60511, -4.12446, -2.16779], [1.26535, -4.95682, -1.35687], [4.05882, -3.21412, 0.32106], [3.25695, -1.66555, 0.61443], [3.72389, -2.11280, -1.02886], [2.11358, -4.40790, 1.48996], [0.45361, -4.13413, 0.92632], [1.32771, -2.84645, 1.75953], [0.59714, -3.29696, -2.70558], [-0.98490, -1.66372, -3.67073], [1.14317, -0.78297, 0.75808]],
  "forces_ev_per_angstrom": [[-0.1, 0.1, 0.0], [0.0, 0.0, 0.0], [-0.1, 0.1, -0.1], [-0.1, -0.1, 0.0], [-0.2, -0.1, 0.1], [0.2, 0.1, 0.0], [0.0, -0.1, 0.0], [0.1, 0.0, 0.0], [0.1, 0.0, -0.1], [-0.1, 0.2, 0.0], [-0.1, 0.0, -0.2], [0.2, -0.2, 0.1], [0.0, 0.0, 0.0], [0.0, 0.1, 0.0], [0.0, 0.0, 0.0], [0.0, 0.0, 0.0], [0.0, 0.0, 0.0], [0.0, 0.1, 0.0], [0.1, -0.1, 0.0], [-0.1, 0.1, -0.1], [-0.2, 0.2, -0.1], [0.5, -0.3, 0.5], [-0.1, -0.2, -0.4], [0.0, 0.2, 0.2], [0.1, -0.1, 0.1], [0.0, 0.0, 0.0], [0.0, 0.0, 0.0], [0.0, 0.0, 0.0], [0.0, 0.0, 0.0], [0.0, 0.0, 0.0], [0.0, 0.0, 0.0], [0.0, 0.0, 0.0], [0.0, 0.0, 0.0], [0.0, 0.0, 0.0], [0.0, 0.0, 0.0], [0.0, 0.0, 0.0], [0.0, 0.0, -0.1]],
  "lumo_energy_ev": 2.2,
  "total_charge": -1,
  "relative_energy_kj_mol": 20.78
}

{
  "formula": "C14H12Cl2FI2N2O7S",
  "method": "ωB97M-V/def2-TZVPD",
  "elements": ["C", "C", "O", "C", "N", "C", "S", "O", "O", "F", "C", "C", "Cl", "C", "C", "Cl", "C", "C", "O", "O", "C", "I", "C", "C", "I", "C", "O", "N", "O", "H", "H", "H", "H", "H", "H", "H", "H", "H", "H", "H", "H"],
  "coordinates": [[5.18777, -1.48706, 0.83457], [3.70455, -1.39971, 0.54029], [3.40097, -0.11409, -0.13662], [2.12992, 0.22952, -0.04047], [1.78361, 1.04899, 0.95951], [0.52669, 1.50753, 1.14411], [0.36990, 2.60294, 2.53755], [1.68830, 2.74459, 3.03544], [-0.67739, 2.18065, 3.37633], [-0.04968, 3.88598, 1.82202], [-0.49889, 1.13501, 0.29191], [-1.88202, 1.62092, 0.48851], [-2.85772, 0.62383, 1.49974], [-2.36978, 2.72531, -0.07175], [-3.75866, 3.19802, 0.16699], [-1.34810, 3.63496, -1.10408], [-0.15808, 0.27311, -0.77758], [-1.24977, -0.08951, -1.75311], [-1.27940, 0.44462, -2.79419], [-2.14684, -0.97954, -1.29473], [-2.06166, -2.29976, -1.79211], [-1.35916, -2.67006, -3.73160], [-2.49539, -3.24124, -0.96500], [-2.99541, -2.94861, 0.41738], [-2.53817, -5.27184, -1.48221], [1.13873, -0.18272, -0.95522], [1.49131, -0.98832, -1.97120], [1.67658, -0.13480, -3.26595], [2.59419, -0.48017, -3.81782], [5.31867, -1.62260, 1.90318], [5.64067, -2.33502, 0.34083], [5.69027, -0.55943, 0.58939], [3.13120, -1.43337, 1.46209], [3.36764, -2.19067, -0.11970], [2.49986, 1.35682, 1.61851], [-3.86756, 3.43375, 1.22186], [-4.46620, 2.40789, -0.06452], [-3.99303, 4.06940, -0.42953], [-3.67963, -3.73062, 0.71810], [-3.45770, -1.97451, 0.49565], [-2.15060, -2.99019, 1.10341]],
  "forces_ev_per_angstrom": [[-0.3, 0.1, 0.4], [0.2, -0.1, -0.2], [-0.1, 0.0, 0.4], [0.1, 0.0, -0.2], [-0.1, -0.1, -0.1], [-0.6, 0.0, -0.6], [0.2, -1.0, 0.8], [0.3, 0.3, -0.2], [-0.4, 0.1, -0.2], [0.0, 0.5, -0.2], [0.8, 0.0, 0.3], [0.1, -0.1, 0.0], [0.0, 0.0, 0.1], [-0.1, -0.3, 0.2], [0.0, 0.1, -0.1], [0.1, 0.2, -0.2], [-0.3, 0.1, 0.7], [0.5, -0.1, 0.9], [-0.2, 0.7, -1.5], [0.2, -0.4, -0.2], [-0.1, -0.4, -0.1], [-0.1, 0.3, 0.2], [-0.1, -0.3, -0.1], [0.3, -0.3, 0.0], [0.1, 0.3, 0.0], [-0.3, 0.0, -0.1], [0.2, -0.4, 1.1], [0.4, 0.8, -0.9], [-0.3, -0.2, 0.0], [0.1, -0.1, 0.1], [0.2, 0.0, -0.3], [0.1, 0.1, -0.3], [-0.2, 0.1, 0.1], [-0.1, -0.1, -0.1], [0.1, 0.1, 0.0], [-0.1, 0.1, 0.1], [-0.1, -0.1, 0.0], [0.0, 0.1, -0.1], [-0.3, 0.0, 0.1], [-0.1, 0.1, 0.0], [0.1, 0.0, 0.2]],
  "lumo_energy_ev": -4.9,
  "total_charge": 1
}